Record 1
Entry from the Open Molecules 2025 dataset: C35H55N7O5S2Si2Ti as an isolated structure in a non-equilibrium geometry (ωB97M-V/def2-TZVPD).

Last column: Löwdin charge in e.
Atoms and positions in Å:
Ti (0.0451, 0.4250, 1.0752)  0.57
S (1.5584, 1.4082, -0.5261)  0.60
C (1.5281, 2.9638, 0.3142)  -0.81
N (2.0122, 3.9940, -0.3351)  -0.06
N (1.9036, 5.2051, 0.4037)  -0.03
C (0.9222, 6.0858, 0.0275)  -0.28
C (0.3100, 6.0117, -1.2334)  -0.05
C (-0.6262, 6.9585, -1.6104)  -0.14
C (-1.0002, 7.9917, -0.7588)  -0.16
C (-0.4091, 8.0565, 0.4997)  -0.14
C (0.5361, 7.1265, 0.8901)  -0.06
N (1.0741, 3.1080, 1.5985)  -0.06
N (0.5238, 2.0414, 2.1606)  -0.20
C (0.0380, 2.3407, 3.4496)  -0.26
C (-0.2904, 3.6474, 3.8376)  -0.04
C (-0.8154, 3.8954, 5.0956)  -0.11
C (-1.0141, 2.8620, 6.0018)  -0.13
C (-0.6672, 1.5701, 5.6282)  -0.10
C (-0.1446, 1.3111, 4.3742)  -0.06
H (1.9582, 5.0597, 1.4046)  0.09
H (0.5786, 5.1878, -1.8796)  0.10
H (-1.0873, 6.8786, -2.5891)  0.09
H (-1.7433, 8.7197, -1.0594)  0.07
H (-0.6964, 8.8405, 1.1918)  0.08
H (0.9830, 7.1820, 1.8769)  0.10
H (-0.1357, 4.4487, 3.1284)  0.09
H (-1.0806, 4.9112, 5.3669)  0.09
H (-1.4278, 3.0600, 6.9833)  0.08
H (-0.7928, 0.7504, 6.3266)  0.09
H (0.1469, 0.3087, 4.1029)  0.06
C (2.9065, -3.3955, -3.0984)  -0.04
C (2.7147, -1.9139, -2.7805)  -0.64
C (2.5362, -1.1086, -4.0652)  -0.03
C (3.9142, -1.3865, -2.0013)  -0.03
O (1.5860, -1.6932, -1.9531)  -0.17
Si (0.1189, -2.4131, -1.8433)  -0.12
S (-1.1705, -1.3419, -0.6429)  0.42
O (-0.4194, -2.6780, -3.4102)  -0.15
C (-1.3894, -2.0759, -4.2438)  -0.67
C (-1.1470, -0.5746, -4.3537)  -0.03
C (-1.2171, -2.7286, -5.6136)  -0.04
C (-2.8009, -2.3390, -3.7213)  -0.05
O (0.4721, -3.9537, -1.3388)  -0.16
C (-0.3405, -5.0218, -0.8799)  -0.66
C (-0.4706, -4.9188, 0.6343)  -0.03
C (-1.7210, -5.0049, -1.5305)  -0.05
C (0.3973, -6.3004, -1.2694)  -0.04
H (3.8041, -3.5264, -3.7089)  0.08
H (2.0455, -3.7873, -3.6438)  0.08
H (3.0129, -3.9662, -2.1760)  0.08
H (3.4521, -1.1310, -4.6621)  0.08
H (2.3011, -0.0736, -3.8117)  0.09
H (1.7202, -1.5280, -4.6582)  0.06
H (4.8348, -1.5331, -2.5738)  0.08
H (3.9970, -1.9092, -1.0500)  0.08
H (3.7807, -0.3241, -1.7912)  0.07
H (-0.1629, -0.3695, -4.7792)  0.08
H (-1.1832, -0.1382, -3.3598)  0.04
H (-1.9094, -0.1060, -4.9826)  0.08
H (-0.2052, -2.5536, -5.9836)  0.08
H (-1.9325, -2.3208, -6.3326)  0.08
H (-1.3719, -3.8061, -5.5320)  0.08
H (-2.8943, -1.9619, -2.7019)  0.04
H (-3.0127, -3.4095, -3.7216)  0.07
H (-3.5360, -1.8379, -4.3568)  0.08
H (-0.8684, -3.9435, 0.9091)  0.05
H (0.5102, -5.0134, 1.1010)  0.08
H (-1.1274, -5.7047, 1.0207)  0.08
H (-2.2494, -4.0869, -1.2686)  0.06
H (-2.3076, -5.8588, -1.1810)  0.08
H (-1.6256, -5.0569, -2.6168)  0.08
H (1.3953, -6.2950, -0.8282)  0.08
H (0.4990, -6.3568, -2.3558)  0.08
H (-0.1420, -7.1829, -0.9150)  0.08
O (-0.6611, -2.2098, 2.5749)  -0.02
C (-1.6125, -1.4703, 2.7383)  -0.56
C (-2.8482, -1.8725, 3.5393)  -0.09
C (-3.6654, -0.5950, 3.5830)  -0.09
C (-2.8466, 0.4009, 2.7533)  -0.49
O (-3.2096, 1.5488, 2.5774)  0.04
N (-1.6935, -0.1792, 2.2924)  0.02
H (-2.5257, -2.2325, 4.5169)  0.11
H (-3.3392, -2.6999, 3.0243)  0.11
H (-3.7717, -0.1781, 4.5860)  0.11
H (-4.6626, -0.6782, 3.1503)  0.11
N (-2.5109, 3.0548, -1.5223)  0.06
C (-2.5360, 3.8479, -0.3924)  -0.09
C (-1.9109, 3.1230, 0.5696)  -0.13
N (-1.4971, 1.9154, 0.0505)  -0.01
C (-1.8736, 1.9089, -1.1996)  -0.21
H (-2.8618, 3.2908, -2.4324)  0.14
H (-2.9667, 4.8329, -0.3832)  0.10
H (-1.7337, 3.3826, 1.5957)  0.09
H (-1.6802, 1.1056, -1.8838)  0.06
C (2.1805, -1.1659, 4.0199)  -0.26
Si (2.1495, -0.8196, 2.1204)  0.48
C (3.7965, 0.1360, 1.9433)  -0.26
C (2.5204, -2.5825, 1.4709)  -0.24
H (3.0635, -1.7766, 4.2548)  0.01
H (1.2949, -1.7247, 4.3367)  0.00
H (2.2494, -0.2475, 4.6096)  0.01
H (4.6383, -0.4761, 2.2924)  0.01
H (3.7644, 1.0492, 2.5475)  0.01
H (3.9820, 0.4379, 0.9114)  -0.02
H (2.0827, -3.3050, 2.1659)  0.01
H (3.6030, -2.7639, 1.4275)  0.01
H (2.1009, -2.7784, 0.4875)  -0.01

Orbital gap (alpha / beta) ... 0.177 / 0.177 hartree
Total charge ... -2
E ... -4351.3582 Eh
Energy above the lowest of the compared OMol25 structures with the same formula, charge and spin ... 20.6 kcal per mole

=====

Record 2
Entry from the Open Molecules 2025 dataset: a 6-piece molecular cluster, C32H48F6N3O17 overall in a non-equilibrium geometry (ωB97M-V/def2-TZVPD).

Last column: Löwdin charge in e.
Atoms and positions in Å:
C (-2.0954, 0.9440, 3.5188)  -0.06
C (-1.1015, 0.7944, 2.3776)  -0.14
C (-0.5615, 2.0937, 1.6914)  -0.40
C (0.8630, 1.8102, 1.2456)  -0.10
C (0.8853, 0.6410, 0.2511)  -0.18
C (1.4621, -0.6616, 0.7980)  -0.19
C (1.7398, -1.6804, -0.2887)  -0.19
C (0.4800, -2.2977, -0.9028)  -0.18
C (-0.0730, -3.4840, -0.1174)  -0.19
C (-1.2434, -3.0972, 0.7959)  -0.20
C (-1.5194, -4.0561, 1.9443)  -0.16
C (-0.3146, -4.3573, 2.8286)  -0.20
O (-0.5696, -3.9060, 4.1692)  -0.19
C (0.3471, -2.9271, 4.5914)  -0.11
C (-0.7871, 3.3294, 2.5420)  -0.04
N (-2.1971, 3.7286, 2.1364)  0.14
C (-2.4859, 2.9948, 1.0413)  -0.35
N (-3.6937, 2.7621, 0.5974)  0.15
C (-4.0054, 1.9423, -0.5483)  -0.04
C (-4.6327, 0.6510, -0.0804)  -0.38
O (-4.7172, 0.2725, 1.0897)  0.14
F (-5.0864, -0.0620, -1.1235)  0.13
N (-1.3362, 2.5445, 0.5163)  0.20
H (-1.7084, 1.4951, 4.3635)  0.06
H (-3.0171, 1.3912, 3.1619)  0.06
H (-2.3833, -0.0315, 3.8860)  0.09
H (-1.5298, 0.1478, 1.6193)  0.11
H (-0.2275, 0.3080, 2.7755)  0.11
H (1.5375, 1.6599, 2.0747)  0.13
H (1.2257, 2.6881, 0.7206)  0.11
H (1.4285, 0.9612, -0.6235)  0.10
H (-0.1178, 0.4046, -0.0864)  0.09
H (0.6842, -1.0942, 1.4143)  0.08
H (2.3278, -0.4636, 1.4172)  0.11
H (2.3766, -1.2880, -1.0738)  0.11
H (2.2905, -2.4890, 0.1775)  0.09
H (-0.3087, -1.5712, -1.0772)  0.10
H (0.7736, -2.6695, -1.8777)  0.10
H (-0.4635, -4.1816, -0.8472)  0.10
H (0.7215, -4.0022, 0.3998)  0.10
H (-2.1293, -3.0935, 0.1704)  0.11
H (-1.0959, -2.0915, 1.1761)  0.08
H (-1.9930, -4.9609, 1.5922)  0.11
H (-2.2398, -3.5815, 2.6009)  0.11
H (0.5846, -3.8697, 2.4784)  0.10
H (-0.1778, -5.4284, 2.8943)  0.12
H (1.3733, -3.2888, 4.5880)  0.09
H (0.1117, -2.6321, 5.6029)  0.08
H (0.2780, -2.0496, 3.9482)  0.07
H (-0.1549, 4.1475, 2.2143)  0.13
H (-0.6359, 3.2282, 3.6028)  0.13
H (-2.8054, 3.5677, 2.9300)  0.14
H (-4.4745, 3.1480, 1.0976)  0.18
H (-4.6838, 2.4633, -1.2084)  0.15
H (-3.1351, 1.6844, -1.1370)  0.13
H (-1.3451, 1.9677, -0.3146)  0.11
C (-0.5259, -4.7814, -5.7277)  -0.05
C (0.9617, -4.6042, -5.9301)  -0.31
O (1.4417, -4.5383, -4.5975)  0.13
C (0.5775, -5.2451, -3.8134)  -0.55
O (0.8053, -5.5961, -2.7093)  0.18
O (-0.5737, -5.4896, -4.4830)  0.07
F (1.2560, -3.4467, -6.5697)  0.08
H (-1.0292, -3.8200, -5.6198)  0.14
H (-1.0041, -5.3537, -6.5174)  0.14
H (1.4509, -5.4307, -6.4474)  0.17
C (0.9939, 4.5318, -3.6004)  -0.04
C (1.9855, 3.8427, -2.6928)  -0.29
O (1.1447, 2.9665, -1.9471)  0.11
C (0.0636, 2.6810, -2.7170)  -0.55
O (-0.7213, 1.8215, -2.4681)  0.15
O (-0.0171, 3.5205, -3.7611)  0.09
F (2.5933, 4.7044, -1.8475)  0.09
H (0.5529, 5.4072, -3.1232)  0.15
H (1.4150, 4.8175, -4.5570)  0.13
H (2.7432, 3.2535, -3.2104)  0.18
C (-1.0051, 5.8864, -8.3445)  -0.05
C (0.1155, 5.8588, -7.3311)  -0.31
O (0.8380, 4.7049, -7.7010)  0.12
C (0.6462, 4.5113, -9.0466)  -0.54
O (1.2923, 3.7942, -9.7184)  0.21
O (-0.3870, 5.2751, -9.4807)  0.08
F (-0.3421, 5.6984, -6.0557)  0.06
H (-1.8515, 5.2801, -8.0189)  0.15
H (-1.3484, 6.8895, -8.5816)  0.14
H (0.7769, 6.7261, -7.3630)  0.17
C (5.4857, -3.4326, 0.6998)  -0.04
C (6.9234, -2.9646, 0.6852)  -0.31
O (6.7959, -1.6126, 0.2721)  0.14
C (5.5697, -1.1761, 0.6668)  -0.56
O (5.2307, -0.0444, 0.7027)  0.18
O (4.7858, -2.2225, 1.0212)  0.05
F (7.6705, -3.6400, -0.2179)  0.08
H (5.1704, -3.7869, -0.2824)  0.15
H (5.2887, -4.2021, 1.4410)  0.14
H (7.4216, -2.9983, 1.6552)  0.17
C (-3.3528, 0.4488, 7.9518)  -0.04
C (-2.2246, -0.3044, 8.6209)  -0.31
O (-1.1236, -0.0113, 7.7710)  0.14
C (-1.3622, 1.1933, 7.1939)  -0.57
O (-0.5482, 1.8429, 6.6300)  0.17
O (-2.6570, 1.5528, 7.3511)  0.07
F (-2.4384, -1.6385, 8.6311)  0.09
H (-3.8241, -0.1522, 7.1733)  0.14
H (-4.1101, 0.8000, 8.6464)  0.14
H (-1.9936, 0.0284, 9.6336)  0.18

Orbital gap ... 0.328 hartree
Total charge ... +1
E ... -3290.5417 Eh

=====

Record 3
Entry from the Open Molecules 2025 dataset: a 2-piece molecular cluster, C2H5OP overall in a non-equilibrium geometry (ωB97M-V/def2-TZVPD).

Last column: natural (NBO) charge in e.
Atoms and positions in Å:
C (1.6554, 0.5810, -1.0713)  -0.52
C (-1.2821, 0.1219, 0.7919)  -0.25
O (-0.5986, -1.1490, 0.9044)  -0.81
P (0.6126, -1.6715, -0.0015)  0.77
H (2.6297, 0.1835, -1.1331)  0.10
H (1.2885, 0.7729, -2.0400)  0.10
H (-0.9653, 0.5536, 1.6983)  0.19
H (-2.2441, -0.2321, 0.9080)  0.19
H (-1.0960, 0.8397, -0.0567)  0.22

Orbital gap (alpha / beta) ... 0.247 / 0.197 hartree
E ... -495.5403 Eh
Energy above the lowest of the compared OMol25 structures with the same formula, charge and spin ... 150.7 kcal per mole

=====

Record 4
Entry from the Open Molecules 2025 dataset: a 2-piece molecular cluster, C4H10N2 overall in a non-equilibrium geometry (ωB97M-V/def2-TZVPD).

Last column: natural (NBO) charge in e.
Atoms and positions in Å:
C (1.7293, 0.5510, -0.0592)  -0.17
C (-3.7623, -0.5186, 0.3288)  -0.64
C (-2.4434, -0.2532, -0.3406)  -0.16
C (-1.7762, 0.8582, -0.0989)  -0.40
H (3.9207, 0.3771, 0.9010)  0.34
H (4.4466, -0.7889, -0.1666)  0.36
H (0.8298, 0.7979, -0.5826)  0.18
H (1.8667, 1.0766, 0.8985)  0.13
H (-4.0201, 0.3325, 0.9738)  0.21
H (-4.5613, -0.6463, -0.4029)  0.22
H (-3.6967, -1.4209, 0.9540)  0.22
H (-2.0801, -0.9557, -1.0944)  0.20
H (-2.1058, 1.6419, 0.5774)  0.19
H (-0.8836, 1.0611, -0.7001)  0.18
N (3.6683, -0.4457, 0.3709)  -0.63
N (2.5888, -0.3115, -0.4192)  -0.21

Orbital gap ... 0.376 hartree
E ... -267.8275 Eh
Energy above the lowest of the compared OMol25 structures with the same formula, charge and spin ... 61.4 kcal per mole
Structure (SMILES) ... C=CC.C=NN

=====

Record 5
Entry from the Open Molecules 2025 dataset: a 2-piece molecular cluster, C9H13NO2 overall in a non-equilibrium geometry (ωB97M-V/def2-TZVPD).

Last column: Löwdin spin population.
Atoms and positions in Å:
C (-0.4049, -3.1551, -0.0030)  0.05
C (-0.0305, -1.6747, -2.0805)  0.04
C (-0.5224, -1.8813, -0.7577)  0.27
C (-0.0189, -0.4555, -2.6951)  0.10
C (-1.2851, -0.8169, -0.2263)  0.04
C (-0.3455, 0.6361, -1.8662)  0.18
C (-1.1677, 0.4497, -0.7157)  0.12
O (0.1147, 1.8310, -2.1841)  0.17
H (0.2997, -2.5926, -2.5689)  0.00
H (0.3378, -0.2606, -3.6920)  0.00
H (-1.4213, -3.3631, 0.3796)  0.01
H (0.3907, -3.0653, 0.7324)  0.02
H (-1.9037, -0.9001, 0.6564)  0.00
H (-1.7929, 1.2856, -0.3978)  0.00
H (-0.0404, 2.4332, -1.4299)  0.00
H (-0.4674, -4.0246, -0.6881)  0.00
C (0.0799, 1.8315, 2.5182)  0.00
C (1.1125, 2.2177, 1.5340)  0.00
O (1.4119, 3.3200, 1.1353)  0.00
N (2.0430, 1.1893, 1.3400)  0.00
H (-0.7487, 2.5750, 2.6565)  0.00
H (0.1291, 1.8752, 3.6220)  0.00
H (2.8627, 1.4286, 0.8071)  0.00
H (1.8092, 0.2163, 1.4536)  0.00
H (-0.4415, 0.9004, 2.4702)  0.00

Spin multiplicity ... 2
Orbital gap (alpha / beta) ... 0.335 / 0.209 hartree
<S²> ... 0.77
Total charge ... +1
E ... -555.6491 Eh
Energy above the lowest of the compared OMol25 structures with the same formula, charge and spin ... 48.3 kcal per mole